93
Properties=species:S:1:pos:R:3:forces:R:3:lowdin_spin:R:1 method="wB97M-V/def2-TZVPD" spin_multiplicity=2 mol_weight_g_mol=937.07 de_lowest_kj_mol=226.5 total_energy_ha=-3178.18264 total_charge=+3
Re 0.52659 -0.56693 -0.55038 0.335 -0.122 0.012 0.832
O 3.23759 -1.15193 -1.95468 0.562 -0.705 -1.169 0.056
S 2.84419 -0.63963 -0.66748 0.206 0.796 1.123 0.030
C 3.50369 -1.67023 0.65722 -0.506 0.248 0.050 -0.001
C 4.78639 -2.18593 0.62792 -0.024 0.011 -0.186 0.000
C 5.24599 -2.91163 1.72032 -0.081 0.047 -0.080 -0.001
C 4.43389 -3.10503 2.82882 0.048 -0.049 0.079 0.001
C 3.13729 -2.61293 2.84562 -0.047 0.085 -0.197 0.000
C 2.65819 -1.90743 1.74222 -0.231 -0.137 0.169 0.001
P 0.90909 -1.45363 1.61332 0.575 1.014 -0.561 0.003
C 0.30869 -0.92913 3.22602 -0.052 -0.251 -0.275 -0.001
C 0.78849 0.27127 3.75062 -0.042 -0.127 -0.230 -0.001
C 0.40309 0.65767 5.02052 -0.001 0.047 0.021 0.000
C -0.46421 -0.14023 5.75652 0.008 -0.077 -0.093 0.000
C -0.94391 -1.33083 5.22772 -0.088 -0.015 0.090 0.000
C -0.56041 -1.73413 3.96102 0.222 0.105 -0.091 0.000
C -0.00111 -2.87543 1.00812 0.198 0.148 -0.052 -0.001
C 0.57509 -4.08093 0.65282 0.298 0.539 0.386 0.006
C -0.13261 -5.03013 -0.07188 -0.548 0.605 -0.035 0.017
C -1.47481 -4.78373 -0.44228 -0.340 -0.311 -0.209 0.000
C -2.09471 -3.62373 -0.12308 0.379 0.308 0.051 0.018
C -1.40671 -2.51253 0.61042 -0.326 -0.080 0.085 0.010
C 3.62779 0.95617 -0.33888 -0.667 -0.120 0.134 0.000
C 4.93739 1.12947 0.06122 0.125 -0.094 -0.039 0.001
C 5.41899 2.41967 0.24772 -0.055 -0.113 -0.072 0.000
C 4.59699 3.51307 0.02332 0.059 -0.020 0.029 0.002
C 3.27699 3.33417 -0.36618 -0.140 -0.275 -0.083 -0.001
C 2.77889 2.04547 -0.53998 -0.084 0.155 -0.115 0.002
P 1.08569 1.70277 -1.13498 0.545 -0.213 0.469 -0.011
C 1.27149 1.46437 -2.91868 -0.256 0.080 0.318 -0.001
C 2.32959 1.99187 -3.65288 -0.146 -0.030 0.027 -0.001
C 2.41409 1.71287 -5.00658 0.059 0.009 0.042 0.000
C 1.46429 0.90827 -5.61948 -0.096 -0.078 0.052 -0.001
C 0.41489 0.37337 -4.88478 0.024 -0.172 -0.072 0.000
C 0.31919 0.64487 -3.53248 0.118 0.122 0.310 0.000
C 0.10129 3.17197 -0.78858 -0.003 -0.292 0.033 -0.003
C -0.15361 3.48147 0.54972 0.047 -0.105 -0.216 -0.001
C -0.84741 4.63367 0.86362 -0.052 0.002 0.076 0.000
C -1.29651 5.47157 -0.15038 0.042 -0.099 -0.060 -0.001
C -1.04991 5.15757 -1.47918 -0.115 0.084 0.038 0.000
C -0.35661 4.00507 -1.80858 0.173 -0.178 0.081 -0.001
H 5.40559 -2.04743 -0.24598 0.099 0.026 -0.075 0.000
H 6.24279 -3.32523 1.70042 0.079 -0.024 0.014 0.000
H 4.80809 -3.66243 3.67542 0.010 -0.007 0.049 0.000
H 2.49509 -2.78563 3.69792 -0.028 -0.028 0.090 0.000
H 1.46459 0.87657 3.16092 0.090 0.129 0.041 0.000
H 0.78489 1.57317 5.44452 0.027 0.098 0.032 0.000
H -0.75621 0.16147 6.75022 -0.032 0.026 0.100 0.000
H -1.60661 -1.95493 5.80712 -0.060 -0.038 0.079 0.000
H -0.90461 -2.67663 3.55902 -0.077 -0.112 0.051 0.000
H 1.59709 -4.28513 0.93732 0.110 0.015 0.020 0.000
H 0.34869 -5.94483 -0.37698 0.059 -0.227 0.022 0.001
H -1.99821 -5.54463 -1.00068 -0.112 -0.051 -0.045 0.000
H -3.11201 -3.42723 -0.42658 -0.178 -0.093 -0.077 0.001
H -2.00831 -2.23643 1.49492 0.159 -0.389 0.130 0.005
H 5.58149 0.28157 0.23142 0.094 -0.039 0.037 0.000
H 6.43919 2.56127 0.56902 0.086 0.035 0.009 0.000
H 4.98889 4.51017 0.15232 0.005 0.097 0.038 0.000
H 2.63789 4.18677 -0.54118 -0.062 0.102 0.018 0.000
H 3.07079 2.61967 -3.17988 0.070 0.016 0.031 0.000
H 3.22949 2.12047 -5.58358 0.060 0.043 -0.072 0.000
H 1.54569 0.68857 -6.67308 -0.009 0.017 -0.086 0.000
H -0.32001 -0.25363 -5.36568 -0.063 -0.054 -0.064 0.000
H -0.51491 0.26267 -2.93948 -0.136 0.036 -0.125 -0.001
H 0.20899 2.81427 1.32142 -0.009 0.022 0.172 0.000
H -1.04331 4.88437 1.89462 -0.006 0.027 0.100 0.000
H -1.84421 6.36787 0.09782 -0.018 0.084 0.015 0.000
H -1.40171 5.81297 -2.26098 -0.017 0.053 -0.071 0.000
H -0.15551 3.76427 -2.84268 0.000 -0.003 -0.083 0.000
N -1.37911 -1.32193 -0.30478 -0.144 -0.785 0.044 0.027
C -2.59551 -0.76873 -0.52508 -0.362 -0.108 -0.262 0.005
C -3.09261 -0.60573 -1.85978 0.135 0.120 -0.338 0.001
C -4.19101 0.22937 -2.15078 0.198 -0.019 0.060 0.000
C -4.73671 0.24427 -3.41768 -0.045 0.044 -0.026 0.000
C -4.20521 -0.55943 -4.42118 0.100 0.062 0.212 0.000
C -3.11601 -1.38663 -4.15428 0.117 -0.036 -0.035 0.000
C -2.55811 -1.40653 -2.89658 -0.020 -0.011 0.168 0.002
C -3.41441 -0.44543 0.63382 -0.008 0.114 0.339 0.001
C -4.79201 -0.69443 0.71032 0.169 -0.027 -0.107 0.000
C -5.49111 -0.36953 1.85742 -0.084 -0.061 0.128 0.000
C -4.83791 0.21117 2.93622 0.110 -0.030 -0.139 0.000
C -3.47391 0.47917 2.86482 0.002 -0.041 0.107 0.000
C -2.76361 0.14337 1.73452 0.089 0.002 -0.270 0.001
H -4.58291 0.87637 -1.38178 -0.065 0.090 0.041 0.000
H -5.57881 0.88477 -3.62878 -0.055 0.067 -0.035 0.000
H -4.62961 -0.54003 -5.41258 -0.103 -0.010 -0.093 0.000
H -2.71811 -2.02443 -4.93058 -0.001 -0.028 -0.040 0.000
H -1.73751 -2.07773 -2.67208 -0.012 0.012 -0.059 0.001
H -5.29731 -1.18833 -0.10538 -0.074 -0.024 -0.125 0.000
H -6.54671 -0.58863 1.92552 -0.047 -0.001 -0.035 0.000
H -5.38581 0.45067 3.83402 -0.082 0.056 0.068 0.000
H -2.96881 0.94157 3.69832 0.047 0.088 0.085 0.000
H -1.70441 0.37447 1.64482 -0.127 0.022 0.122 0.003